The following is a quantum chemistry calculation of a cluster of 9 separate species, C42H86F6N2O19 in total, from OMol25.

Structure (ORCA input):
```
! wB97M-V def2-TZVPD RIJCOSX def2/J DEFGRID3
* xyz 0 1
C 6.04221 -3.86124 -0.60045
C 4.71874 -3.82702 0.09869
N 3.72332 -3.77255 0.66950
H 6.59994 -2.99087 -0.25477
H 5.92366 -3.71881 -1.67459
H 6.61457 -4.76499 -0.39132
C 5.22555 2.89792 -0.61602
C 4.66216 3.32594 -1.87495
N 4.22690 3.62161 -2.90134
H 4.73666 1.97308 -0.30984
H 5.18791 3.59564 0.22057
H 6.29693 2.74184 -0.74207
C 10.35648 -4.10294 -6.41271
O 9.41889 -4.14676 -5.35319
C 9.60108 -5.07024 -4.33314
C 8.69100 -6.28918 -4.46524
O 7.35712 -5.81067 -4.60129
C 6.39258 -6.83024 -4.81768
C 4.97300 -6.14186 -5.05941
O 4.55328 -5.44769 -3.91675
C 3.26881 -4.75540 -4.03516
H 9.91585 -3.43908 -7.15651
H 10.49656 -5.12881 -6.75340
H 11.31776 -3.71100 -6.08040
H 9.29316 -4.63769 -3.38119
H 10.65410 -5.29650 -4.16562
H 8.61899 -6.84534 -3.53058
H 9.03301 -6.86871 -5.32272
H 6.46412 -7.47190 -3.93947
H 6.63298 -7.45995 -5.67428
H 4.21932 -6.90549 -5.25165
H 5.01633 -5.50232 -5.94101
H 3.40352 -3.85750 -4.63825
H 2.92758 -4.58825 -3.01353
H 2.51336 -5.36872 -4.52631
C 3.95166 5.44621 12.04903
O 3.25674 5.85178 10.87549
C 4.06210 5.78240 9.73650
C 4.17385 4.28388 9.23318
O 5.12343 3.51823 10.04195
C 5.20471 2.16454 9.72096
C 4.04633 1.26237 10.19243
O 3.05356 1.27672 9.24109
C 1.83236 0.59628 9.52901
H 3.22910 5.63286 12.84348
H 4.83099 6.07573 12.18540
H 4.38684 4.44890 11.98527
H 5.07203 6.16066 9.89480
H 3.58201 6.39041 8.96972
H 4.54432 4.24014 8.20900
H 3.21432 3.76826 9.27226
H 5.96257 1.77192 10.39889
H 5.37176 2.05275 8.64966
H 3.61413 1.69793 11.09331
H 4.38137 0.22942 10.28658
H 1.91406 -0.49048 9.54748
H 1.12351 0.78745 8.72333
H 1.42690 0.97651 10.46662
C 4.31115 -3.42660 -10.23963
O 3.12406 -2.87503 -9.80871
C 2.60584 -1.94847 -10.72254
C 1.35525 -1.31500 -10.02469
O 1.80238 -0.90181 -8.68429
C 0.79784 -0.31915 -7.86475
C -0.55227 -1.09447 -7.74654
O -1.42366 -0.77489 -8.85005
C -2.31764 0.24837 -8.54888
H 4.70702 -4.16216 -9.53939
H 5.01836 -2.63059 -10.47267
H 4.07633 -3.95800 -11.16190
H 2.30154 -2.40513 -11.66433
H 3.29525 -1.16135 -11.02791
H 0.60932 -2.09147 -9.85499
H 1.09229 -0.44120 -10.62087
H 0.62539 0.65346 -8.32560
H 1.24782 -0.21974 -6.87695
H -1.09250 -0.88265 -6.82384
H -0.47365 -2.18032 -7.80007
H -1.66099 1.11267 -8.44930
H -2.97784 0.14862 -7.68732
H -2.91020 0.39384 -9.45210
C -7.83977 -0.81195 -0.90760
O -7.10305 0.25026 -1.46301
C -6.63063 1.18758 -0.51525
C -5.69209 2.25585 -1.12835
O -6.55564 2.99864 -2.09450
C -5.75156 4.07390 -2.58983
C -6.42994 4.72019 -3.80560
O -6.28008 3.86741 -4.93470
C -7.24631 4.03069 -5.94269
H -8.66518 -0.41021 -0.31986
H -7.20461 -1.37795 -0.22620
H -8.37447 -1.50064 -1.56173
H -6.10390 0.76700 0.34136
H -7.50617 1.67787 -0.08964
H -5.04205 1.66204 -1.77095
H -5.14127 2.90439 -0.44709
H -4.75006 3.74427 -2.86629
H -5.70950 4.82299 -1.79916
H -5.96261 5.68270 -4.01358
H -7.49879 4.79368 -3.60495
H -8.29894 3.99832 -5.66155
H -7.16600 3.37467 -6.80947
H -7.06525 5.00828 -6.38949
C -8.90767 5.39447 2.48061
O -9.11724 6.72838 2.21782
C -8.09316 7.59538 2.74196
C -6.68667 7.47179 2.13540
O -6.05774 6.21717 2.37293
C -5.59918 6.07963 3.73422
C -5.11464 4.70664 4.02433
O -6.16158 3.72329 4.09715
C -5.83017 2.45973 4.73183
H -8.28861 5.03533 1.65849
H -9.83424 4.83266 2.36266
H -8.57670 5.09588 3.47530
H -8.12731 7.58344 3.83136
H -8.44251 8.59504 2.48363
H -6.15502 8.36081 2.47463
H -6.60548 7.53921 1.05052
H -6.33096 6.19727 4.53345
H -4.82227 6.81864 3.93011
H -4.68369 4.67680 5.02507
H -4.33157 4.44125 3.31407
H -5.74130 2.46850 5.81817
H -4.93203 1.99974 4.31967
H -6.60180 1.73607 4.46914
C 0.25700 0.41962 -0.44226
C 0.10040 0.42775 1.08125
O 0.66284 1.58580 1.62462
C 0.42041 1.98478 2.94079
O -0.27866 1.36319 3.74811
C 1.28136 3.16960 3.36755
F 0.93499 3.52516 4.57813
F 2.57488 2.76063 3.31709
F 1.07381 4.11114 2.48560
H -0.02392 -0.58227 -0.76695
H 1.27567 0.65458 -0.75079
H -0.40980 1.24277 -0.69895
H 0.70664 -0.40389 1.44038
H -0.94756 0.25392 1.32552
C -2.76432 -9.89963 5.60845
C -3.06059 -9.78418 4.12407
O -3.25976 -8.42261 3.72946
C -2.29083 -7.56394 3.48077
O -1.09526 -7.72027 3.70906
C -2.81409 -6.22143 3.04748
F -2.03580 -5.69394 2.07813
F -4.02580 -6.20814 2.58044
F -2.80700 -5.34628 4.10685
H -3.66996 -9.89325 6.21499
H -2.22499 -9.01789 5.95451
H -2.32451 -10.84984 5.91138
H -3.93932 -10.34047 3.79776
H -2.25363 -10.26615 3.57214
*
```

* LUMO level: 0.31 eV
* Kohn-Sham gap: 9.46 eV
* total energy: -103123.2443 eV